The following is a DFT calculation (ωB97M-V/def2-TZVPD) of C6H9N in the gas phase.

Output
Structure (SMILES) = CC#CC[C@H]1CN1
Calculated total energy = -288.67794 hartree

The geometry in ORCA input format:
```
! wB97M-V def2-TZVPD RIJCOSX def2/J DEFGRID3
* xyz 0 1
C -1.64 -2.68 1.40
C -1.27 -1.36 0.89
C -0.99 -0.27 0.47
C -0.55 1.04 -0.02
C 0.96 1.12 0.01
C 1.77 0.69 -1.16
N 1.56 2.11 -0.88
H -1.45 -3.46 0.65
H -2.71 -2.70 1.64
H -1.08 -2.93 2.30
H -0.98 1.85 0.59
H -0.86 1.21 -1.05
H 1.38 1.01 1.01
H 1.31 0.37 -2.09
H 2.75 0.24 -1.00
H 2.40 2.53 -0.47
*
```

Atomic partial charges in e from the natural (NBO) method, atoms 1 to 2: -0.6807, -0.0009